[1]
Below is a cluster of 2 separate species, C23H36F10N3O7S in total, with properties calculated with ωB97M-V with the def2-TZVPD basis set.

As for the net charge: -1. For the lowest unoccupied orbital energy, the calculation gives 1.6 eV. As for the total energy: -81246.0589 eV. The calculation puts the frontier orbital gap at 2.9 eV. The HOMO energy is -1.30 eV.

Structure (XYZ):
```
80
Properties=species:S:1:pos:R:3:forces:R:3
N 8.250398 0.941695 3.045522 0.0 -0.1 -0.1
C 7.642430 -0.387069 2.894294 0.0 0.1 0.1
C 6.162990 -0.209125 3.148956 -0.2 0.1 0.4
O 5.720888 -0.274034 4.257759 -0.1 0.0 -0.1
O 5.356114 0.249642 2.137289 0.1 -0.5 0.1
C 5.028660 -0.509237 0.950785 0.1 0.6 -0.3
C 3.518491 -0.447916 0.813554 -0.2 0.1 0.5
C 2.918743 0.958598 0.856442 -0.2 -0.4 0.0
C 1.510914 1.001673 0.250431 0.2 0.5 0.1
C 0.396654 0.638629 1.234336 0.3 -0.1 0.1
C 0.095554 -0.852575 1.365834 0.2 -0.1 -0.1
F 0.533269 -1.334832 2.572213 0.0 0.0 -0.4
F 0.767877 -1.587159 0.417108 -0.2 0.2 0.3
C -1.405733 -1.224899 1.144809 -0.2 -0.3 -0.4
F -1.863415 -0.494640 0.113987 0.3 -0.6 0.4
F -1.495442 -2.536281 0.828956 0.1 0.6 0.2
S -2.546722 -0.956282 2.646485 -0.2 0.0 -0.6
F -1.769262 -2.096330 3.422150 0.0 -0.2 0.1
F -3.570095 -2.024296 2.088632 0.0 0.0 0.0
F -3.327232 0.187782 1.905354 -0.1 0.1 0.2
F -1.550395 0.126187 3.242290 0.2 0.3 0.2
F -3.459322 -0.761284 3.915708 -0.1 0.0 0.0
C 5.537134 -1.955137 0.835466 -0.3 -0.3 -0.1
C 4.767295 -3.040080 1.599275 0.1 -0.2 0.0
C 5.392195 -3.409273 2.924654 0.1 0.1 0.2
O 6.575451 -3.444425 3.117286 -0.1 0.3 0.0
O 4.523261 -3.702863 3.920389 0.3 -0.5 0.0
C 5.652900 0.242913 -0.241876 0.2 0.6 -0.2
O 5.135337 0.306131 -1.313699 0.0 -0.3 -0.1
N 6.936850 0.847366 0.006863 -0.2 -0.8 0.4
C 8.041513 0.301587 -0.608849 0.2 0.4 0.2
O 9.101520 0.113789 -0.098523 0.0 0.1 -0.1
F 7.810570 0.005863 -1.877402 0.0 -0.2 -0.3
H 8.161260 1.242396 4.008806 -0.1 0.1 0.0
H 9.243623 0.855083 2.868007 0.0 0.1 -0.2
H 7.861303 -0.723975 1.891262 0.1 -0.2 -0.1
H 7.993271 -1.125797 3.606592 0.1 -0.2 0.1
H 3.205745 -0.985974 -0.075950 0.1 0.0 -0.2
H 3.106761 -0.986372 1.665239 -0.1 -0.1 0.0
H 2.848219 1.251297 1.901970 0.1 0.2 0.1
H 3.550871 1.696540 0.370500 0.1 0.0 -0.2
H 1.466009 0.415277 -0.661917 -0.1 -0.1 -0.1
H 1.323306 2.028417 -0.057758 -0.1 0.1 0.0
H 0.696106 0.968213 2.226243 -0.1 0.0 0.1
H -0.501899 1.191518 0.984666 -0.2 -0.1 -0.1
H 6.589704 -2.076012 1.061601 0.2 0.1 0.1
H 5.442726 -2.190668 -0.223670 -0.1 0.1 -0.1
H 4.811248 -3.949756 0.998916 0.0 -0.1 0.0
H 3.715402 -2.817611 1.730996 -0.1 0.1 -0.1
H 3.718831 -4.093166 3.556719 -0.2 0.4 0.0
H 7.138754 0.973498 0.994463 0.0 0.3 0.0
C -5.632316 0.406546 -0.468106 0.0 -0.3 0.1
C -5.458682 0.290400 -1.995276 -0.2 -0.1 0.1
C -6.710731 -0.371398 -2.589134 -0.2 -0.1 -0.1
C -7.952266 0.525927 -2.625374 0.0 0.0 0.0
C -7.595253 2.015230 -2.756749 -0.1 -0.1 0.1
C -6.205911 2.277451 -3.348511 -0.2 -0.1 -0.1
N -5.211375 1.642106 -2.512893 0.4 0.3 0.5
O -3.906880 1.841181 -2.996422 0.0 0.0 -0.1
C -5.953007 3.782659 -3.281831 -0.1 0.3 -0.2
C -6.164908 1.859778 -4.831361 -0.1 0.0 -0.2
C -4.290473 -0.644968 -2.278593 0.1 -0.3 0.0
H -4.741131 0.860795 -0.036634 0.0 0.1 -0.1
H -5.781640 -0.577250 0.003917 0.0 0.0 0.0
H -6.484497 1.037741 -0.210192 0.0 0.0 -0.1
H -6.479546 -0.691902 -3.607948 0.1 0.0 0.0
H -6.931663 -1.292033 -2.036201 0.0 0.0 0.0
H -8.578521 0.219444 -3.468780 0.0 0.0 0.0
H -8.563160 0.372779 -1.730872 0.0 0.0 0.0
H -8.355949 2.520638 -3.361322 0.1 0.0 -0.1
H -7.631517 2.489529 -1.771357 0.1 0.0 0.0
H -5.904862 4.104801 -2.240396 0.0 -0.1 0.0
H -6.760321 4.332418 -3.783044 0.0 0.0 0.0
H -5.008562 4.033998 -3.761435 0.1 -0.1 0.1
H -6.916266 2.410107 -5.411085 0.0 0.0 0.0
H -6.356275 0.794196 -4.967948 0.0 0.0 0.0
H -5.181466 2.080177 -5.245900 0.1 0.0 0.1
H -4.499931 -1.632394 -1.846135 -0.1 0.0 0.0
H -3.364567 -0.273202 -1.851855 0.0 0.1 -0.1
H -4.138952 -0.761779 -3.351730 0.0 0.1 0.0
```
Positions in Å, forces in eV/Å.

Let us look at the Löwdin charges, expressed in e, one per atom: 0.04, -0.18, -0.45, 0.16, 0.05, -0.34, -0.12, -0.15, -0.15, -0.07, -0.42, 0.08, 0.09, -0.41, 0.13, 0.12, 0.76, -0.13, -0.12, -0.12, -0.13, -0.11, -0.07, -0.06, -0.51, 0.12, 0.12, -0.35, 0.17, 0.22, -0.55, 0.14, 0.16, 0.08, 0.08, 0.08, 0.12, 0.13, 0.11, 0.12, 0.12, 0.12, 0.12, 0.13, 0.13, 0.11, 0.14, 0.14, 0.11, 0.12, 0.11, -0.04, -0.53, -0.17, -0.19, -0.16, -0.57, -0.22, -0.33, -0.07, -0.04, -0.07, 0.06, 0.07, 0.07, 0.09, 0.11, 0.10, 0.09, 0.10, 0.10, 0.08, 0.07, 0.07, 0.07, 0.06, 0.07, 0.07, 0.05, 0.08

[2]
Below is a structure of composition C23H36FeP2 at a distorted geometry, with properties calculated with ωB97M-V with the def2-TZVPD basis set.

The spin multiplicity is 5. For the lowest unoccupied orbital energy (spin up / spin down), the calculation gives -0.1 / 0.0 eV. As for the total energy: -77390.1363 eV. The calculation puts the frontier orbital gap (spin up / spin down) at 4.0 / 6.9 eV. The HOMO energy (spin up / spin down) is -4.09 / -6.87 eV.

Structure (XYZ):
```
62
Properties=species:S:1:pos:R:3:forces:R:3
P 2.276948 1.409313 -0.328236 0.2 0.1 0.7
P -1.830640 -1.649243 0.866073 0.5 -1.2 0.5
C -1.476048 0.964408 0.650973 0.4 2.6 -2.2
C -2.580113 -0.041576 0.586386 0.1 0.0 -0.1
H -1.874551 1.927209 0.119264 0.1 -0.8 1.8
H -1.162466 1.249023 1.668797 0.0 -0.3 -0.5
H -3.337659 0.106826 1.346018 -0.5 -0.2 0.3
H -3.106109 -0.085279 -0.379227 0.3 0.1 0.1
C -2.220436 -2.818560 -0.450715 0.2 -0.2 -0.3
H -2.265555 -3.803207 0.028048 -0.2 0.1 -0.2
H -1.366269 -2.836792 -1.128783 -0.1 0.1 -0.1
H -3.132963 -2.601506 -1.017578 0.1 -0.1 0.3
C -2.646027 -2.375507 2.286220 -0.8 -0.7 0.7
H -3.583397 -2.884676 1.982877 0.5 0.1 0.3
H -2.903364 -1.646926 3.050753 0.0 0.3 0.0
H -1.946609 -3.077578 2.770686 -0.3 0.0 -0.4
C 3.523905 1.604573 -1.731425 -0.1 -0.1 1.0
H 4.554687 1.375756 -1.401933 -0.4 0.4 -0.2
H 3.392352 2.613581 -2.138646 0.4 -0.2 0.0
H 3.256483 0.891403 -2.508687 0.0 -0.1 0.0
C 2.736476 2.829649 0.917153 0.3 -0.6 -1.0
H 1.823410 3.188221 1.396512 0.0 -0.2 0.0
H 3.119274 3.680314 0.313483 0.0 -0.5 0.5
H 3.466768 2.516362 1.696614 -0.4 0.2 -0.7
Fe -0.608525 1.495806 -1.359081 -1.0 -3.2 4.6
C -2.468753 2.338704 -1.912539 -1.3 -0.3 -0.6
C -2.092409 1.257835 -2.722715 -2.5 0.1 -1.4
C -1.459187 1.340287 -4.109511 0.6 0.1 0.5
C -0.378102 2.407722 -4.026764 0.9 -0.2 -0.4
C 0.450306 2.189551 -2.787092 0.4 0.9 0.4
C 0.396599 3.076797 -1.625531 1.8 0.9 -2.1
C -0.685628 4.051913 -1.298432 -0.7 1.7 -1.2
C -2.065484 3.787136 -1.985137 0.0 0.9 0.3
C 2.827282 -0.111225 0.509270 1.4 0.8 0.2
H -3.386263 2.211889 -1.291648 1.1 -0.4 -0.2
H -2.782363 0.385443 -2.634667 0.7 0.5 0.2
H -2.108099 1.568591 -4.983086 -0.1 -0.5 0.8
H -0.982946 0.347357 -4.223067 -0.1 0.5 -0.6
H 0.289863 2.324482 -4.878403 0.1 0.0 -0.4
H -0.749785 3.433778 -4.051922 -0.1 -0.4 0.0
H 1.131775 1.262797 -2.743782 -0.4 1.9 -0.5
H 1.335399 3.383721 -1.158137 -0.5 -0.5 0.3
H -0.457774 5.087609 -1.602779 0.3 -0.1 0.1
H -0.770278 4.123984 -0.202075 -0.2 -0.3 -0.3
H -2.780700 4.397163 -1.411182 0.0 -0.4 -0.2
H -2.100187 4.218896 -3.008640 0.1 -0.4 0.7
H 2.203900 -0.935895 0.199750 -0.2 -0.2 0.2
H 2.777701 0.079862 1.607493 0.0 -0.6 -0.8
H 3.873680 -0.266462 0.165974 -0.4 -0.3 0.7
C -0.130514 -1.781635 1.063900 -1.3 2.1 -2.0
C 0.618406 -2.435094 1.789490 0.7 -1.3 0.8
C 1.165616 -3.384188 2.622103 -0.4 1.4 -0.9
C 1.189813 -4.719470 2.194650 -0.2 -0.3 0.0
C 1.471907 -5.686877 3.124350 0.2 -0.3 -0.8
C 1.830741 -5.379952 4.431777 -0.2 -0.2 -0.1
C 1.878538 -4.039874 4.788952 0.4 0.6 0.2
C 1.589692 -3.018339 3.896068 0.4 -0.6 1.5
H 0.905299 -4.901633 1.154296 0.1 -0.3 0.5
H 1.466753 -6.697709 2.771019 0.0 -0.6 0.1
H 2.067170 -6.181677 5.120293 0.0 0.2 0.1
H 2.202760 -3.796445 5.785163 0.0 0.2 0.3
H 1.615700 -1.970639 4.197015 0.0 -0.3 -0.1
```
Positions in Å, forces in eV/Å.

Let us look at the Löwdin charges, expressed in e, one per atom: 0.86, 0.80, -0.28, -0.42, 0.01, 0.04, 0.07, 0.07, -0.19, 0.06, 0.05, 0.05, -0.20, 0.06, 0.05, 0.06, -0.28, 0.04, 0.03, 0.02, -0.24, 0.02, 0.03, 0.04, 0.59, -0.19, -0.23, -0.18, -0.21, -0.26, -0.34, -0.19, -0.18, -0.31, 0.13, 0.11, 0.12, 0.12, 0.11, 0.10, 0.11, 0.05, 0.12, 0.12, 0.12, 0.11, -0.01, 0.05, 0.04, -0.23, -0.12, -0.31, -0.06, -0.12, -0.12, -0.12, -0.06, 0.11, 0.09, 0.09, 0.09, 0.11

[3]
Below is a structure of composition C23H36HgP2 at a distorted geometry, with properties calculated with ωB97M-V with the def2-TZVPD basis set.

The calculation puts the energy above the lowest of the compared OMol25 structures with the same formula, charge and spin at 1.046 eV. For the lowest unoccupied orbital energy (spin up / spin down), the calculation gives 0.1 / -0.5 eV. As for the total energy: -47175.7719 eV. The calculation puts the frontier orbital gap (spin up / spin down) at 6.2 / 5.7 eV. The HOMO energy (spin up / spin down) is -6.17 / -6.18 eV.

Structure (XYZ):
```
62
Properties=species:S:1:pos:R:3:forces:R:3
P 0.725938 2.797322 -2.017381 2.1 1.9 -0.9
P 0.700299 -1.026242 -0.933682 1.9 -0.2 -1.0
C 1.619116 1.318437 -2.317511 -1.0 -0.4 -2.2
C 0.850161 0.059426 -2.437600 -0.1 -0.4 -0.1
H 2.791648 1.692935 -0.998688 0.7 0.2 1.1
H 2.310709 1.496099 -3.149048 0.5 -0.4 0.6
H -0.199290 0.244439 -2.704810 -0.1 0.2 -0.2
H 1.305972 -0.567432 -3.213541 -0.3 0.1 0.0
C 2.313509 -1.868897 -1.364895 0.0 -0.6 0.4
H 2.478966 -2.655334 -0.627485 0.2 -0.1 0.0
H 3.211887 -1.239140 -1.395934 -0.5 0.0 0.0
H 2.164451 -2.347258 -2.337696 0.2 0.0 0.1
C -0.341096 -2.299941 -1.646014 0.0 -0.7 -0.1
H 0.257457 -3.025410 -2.191697 -0.3 -0.1 -0.3
H -1.006937 -1.734666 -2.302421 -0.4 -0.6 -0.3
H -0.895646 -2.769048 -0.819259 0.4 -0.1 -0.9
C 2.298950 3.864845 -2.283514 -0.5 0.0 -0.1
H 2.174085 4.935658 -2.016458 0.0 -0.7 -0.2
H 2.496800 3.759396 -3.364330 0.1 0.3 0.4
H 3.167590 3.453747 -1.726750 -0.7 0.3 -0.3
C -0.109906 3.254399 -3.594666 -0.1 -0.3 -0.6
H -0.441930 2.315123 -4.071143 -0.1 0.5 0.0
H 0.602067 3.777759 -4.256957 -0.5 -0.2 0.1
H -0.969802 3.900330 -3.358805 0.3 -0.3 -0.2
Hg -2.607604 -0.793573 -0.517398 -1.3 -0.3 0.2
C 2.406840 0.292797 0.443893 -1.2 -0.5 1.8
C 3.334237 1.251525 -0.101277 1.1 0.7 -1.0
C 3.829362 2.243783 0.995986 0.0 -0.3 -0.3
C 2.773948 3.256178 1.511248 1.2 0.1 0.5
C 1.755944 3.809171 0.595291 -1.5 -0.3 -0.8
C 0.641882 3.122760 0.067240 -0.6 1.2 3.8
C 0.153110 1.717805 0.547594 0.0 0.8 -0.1
C 1.171601 0.752640 1.187763 -0.8 -0.4 0.4
C -4.163346 0.454344 -1.338674 0.4 0.1 0.2
H 2.775801 -0.638115 0.889489 0.1 0.3 -0.3
H 4.221003 0.778217 -0.576936 -0.4 0.0 0.4
H 4.734300 2.772632 0.634507 -0.5 -0.3 0.1
H 4.115746 1.593704 1.851310 0.2 0.5 -0.4
H 2.301572 2.844867 2.417721 0.1 0.1 -0.3
H 3.346684 4.119970 1.882503 -0.1 -0.2 0.0
H 1.817177 4.902482 0.419449 -0.3 -0.8 0.1
H -0.245979 3.786278 0.110350 0.5 -0.4 -0.9
H -0.369439 1.251912 -0.312382 0.4 0.0 0.3
H -0.706441 1.896740 1.233681 0.8 -0.1 0.1
H 1.454244 1.157432 2.171310 -0.1 -0.2 -0.1
H 0.605220 -0.195355 1.331920 0.3 0.8 0.6
H -4.626309 0.891129 -0.430887 0.2 0.0 -0.7
H -4.796837 -0.376569 -1.684907 0.0 0.5 -0.1
H -4.010090 1.197409 -2.152667 0.1 -0.6 0.8
C -2.414394 -2.671508 0.468564 -1.6 -0.4 1.6
C -2.985380 -3.431246 1.265840 1.4 1.6 -1.3
C -3.394102 -4.121018 2.442833 -0.5 -0.8 0.6
C -2.476436 -4.224642 3.509178 -0.2 0.2 -0.2
C -2.863943 -4.809129 4.708249 0.3 -0.4 -0.3
C -4.106778 -5.430229 4.821182 -0.1 0.6 0.0
C -5.056563 -5.225533 3.821020 0.4 -0.3 -0.4
C -4.706094 -4.638032 2.608227 0.8 0.5 0.1
H -1.448330 -3.862909 3.368290 -0.6 0.0 0.1
H -2.154599 -4.796929 5.528491 0.0 -0.3 0.0
H -4.339975 -6.077635 5.663238 -0.1 0.5 0.1
H -6.066638 -5.562180 3.978456 -0.2 -0.3 -0.1
H -5.404392 -4.575720 1.770592 0.1 0.1 0.4
```
Positions in Å, forces in eV/Å.

Let us look at the Löwdin charges, expressed in e, one per atom: 0.92, 0.90, -0.35, -0.40, 0.05, 0.09, 0.06, 0.08, -0.26, 0.04, 0.04, 0.03, -0.37, 0.04, 0.01, -0.06, -0.22, 0.05, 0.03, 0.04, -0.24, 0.04, 0.03, 0.04, 1.05, -0.23, -0.24, -0.16, -0.23, -0.17, -0.38, -0.23, -0.27, -0.31, 0.10, 0.12, 0.11, 0.11, 0.09, 0.11, 0.10, 0.10, 0.02, 0.12, 0.10, 0.06, -0.04, -0.04, -0.02, -0.21, -0.15, -0.27, -0.04, -0.09, -0.09, -0.09, -0.03, 0.12, 0.10, 0.10, 0.10, 0.11